Entry 1:
The molecule C25H29NO7, computed with wB97M-V/def2-TZVPD.

SMILES: COCCCN1C(=O)C(=O)/C(=C(/O)c2ccc(OC(C)C)cc2)[C@H]1c1ccc(O)c(OC)c1
Kohn-Sham gap in Ha: 0.298
E_HOMO in eV: -8.25
E_LUMO in eV: -0.14
ΔE to the lowest compared entry with this formula, charge and spin in kcal/mol: 0.96

Each line ends with the Löwdin charge.
Element x y z (Å)
C 1.336 6.420 5.116  -0.120
O 1.026 5.144 4.621  -0.191
C 0.825 5.126 3.227  -0.252
C 0.460 3.706 2.811  -0.137
H -0.484 3.430 3.284  0.129
H 1.236 3.035 3.182  0.113
C 0.329 3.590 1.292  -0.129
N -0.163 2.300 0.884  -0.011
C -1.347 2.126 0.252  -0.371
O -2.135 3.005 -0.020  0.098
C -1.487 0.630 -0.030  -0.267
O -2.421 0.128 -0.618  0.114
C -0.279 0.014 0.487  -0.045
C 0.110 -1.287 0.378  -0.183
C -0.756 -2.383 -0.046  -0.152
C -2.085 -2.476 0.359  -0.008
C -2.878 -3.530 -0.045  0.004
C -2.361 -4.523 -0.877  -0.251
C -1.017 -4.444 -1.264  0.010
C -0.228 -3.400 -0.847  -0.004
H 0.806 -3.348 -1.152  0.119
H -0.623 -5.222 -1.898  0.119
O -3.038 -5.583 -1.366  -0.021
C -4.412 -5.783 -1.048  -0.428
C -4.969 -6.700 -2.133  -0.038
H -4.430 -7.643 -2.129  0.084
H -4.850 -6.237 -3.109  0.082
H -6.023 -6.889 -1.956  0.082
C -4.561 -6.413 0.337  -0.035
H -4.109 -5.784 1.100  0.072
H -5.613 -6.550 0.571  0.084
H -4.066 -7.381 0.352  0.087
H -4.942 -4.821 -1.086  0.139
H -3.900 -3.563 0.295  0.109
H -2.499 -1.728 1.015  0.123
O 1.367 -1.680 0.653  0.118
H 1.948 -0.920 0.814  0.094
C 0.641 1.104 1.002  -0.189
C 1.904 1.227 0.172  -0.208
C 3.164 1.169 0.743  -0.048
C 4.296 1.293 -0.048  0.007
C 4.176 1.479 -1.414  -0.241
C 2.895 1.543 -1.999  -0.184
C 1.774 1.417 -1.203  0.061
H 0.783 1.464 -1.628  0.125
O 2.893 1.730 -3.356  -0.086
C 1.650 1.802 -4.015  -0.066
H 1.055 2.646 -3.653  0.102
H 1.081 0.876 -3.895  0.102
H 1.885 1.950 -5.068  0.097
O 5.283 1.599 -2.183  0.086
H 5.002 1.721 -3.100  0.110
H 5.283 1.251 0.381  0.122
H 3.273 1.036 1.810  0.120
H 0.907 0.938 2.057  0.161
H 1.300 3.777 0.818  0.134
H -0.395 4.321 0.923  0.131
H 1.743 5.449 2.709  0.130
H 0.018 5.823 2.950  0.131
H 0.526 7.133 4.916  0.088
H 1.469 6.314 6.190  0.088
H 2.260 6.808 4.668  0.088

=====

Entry 2:
The molecule C3H5ClO2, computed with wB97M-V/def2-TZVPD.

SMILES: O[C@H](Cl)[C@H]1CO1
Kohn-Sham gap in Ha: 0.406
E_HOMO in eV: -10.32
E_LUMO in eV: 0.74
ΔE to the lowest compared entry with this formula, charge and spin in kcal/mol: 45.78

Each line ends with the Löwdin charge.
Element x y z (Å)
C -1.273 1.136 0.125  -0.125
C -0.532 -0.067 0.479  -0.283
C 0.846 -0.485 -0.350  -0.688
O -1.717 -0.148 -0.227  -0.023
O 1.250 -1.701 0.106  -0.053
Cl 2.072 0.798 -0.007  0.585
H -1.851 1.635 0.893  0.114
H -0.933 1.757 -0.692  0.113
H -0.515 -0.465 1.485  0.143
H 0.638 -0.438 -1.424  0.112
H 2.014 -2.023 -0.389  0.107

=====

Entry 3:
A cluster of 2 separate species, C2H6Cl2OSi in total, computed with wB97M-V/def2-TZVPD.

Kohn-Sham gap in Ha: 0.310
E_HOMO in eV: -9.24
E_LUMO in eV: -0.80
ΔE to the lowest compared entry with this formula, charge and spin in kcal/mol: 138.47

Each line ends with the Löwdin charge.
Element x y z (Å)
C -0.858 0.350 -0.131  -0.200
C 1.177 -4.402 -0.279  -0.448
O 0.960 2.201 0.872  -0.166
Si 1.067 0.989 -0.116  0.057
Cl 1.988 -3.452 -1.384  0.502
Cl 2.099 -0.498 0.778  0.301
H -1.606 0.705 0.566  0.004
H -1.384 0.407 -1.080  -0.009
H -0.841 -0.816 0.136  0.044
H 0.584 -3.572 0.326  -0.062
H 1.499 2.368 1.574  0.009
H 1.904 1.257 -1.283  -0.033